No. 1
{"formula": "C3H3IN4", "method": "ωB97M-V/def2-TZVPD", "species": ["C", "C", "N", "N", "N", "N", "C", "I", "H", "H", "H"], "xyz": [[-1.70, -0.77, 0.41], [-0.66, -0.85, -0.39], [0.25, 0.19, -0.26], [-0.24, 1.48, -0.09], [0.73, 2.23, 0.11], [1.90, 1.60, 0.13], [1.62, 0.35, -0.12], [2.84, -1.34, 0.03], [-2.56, -1.37, 0.20], [-1.84, 0.17, 0.89], [-0.33, -1.69, -0.92]], "nbo_charge": [-0.3575, -0.0326, -0.2767, -0.0442, -0.0420, -0.3220, 0.1994, 0.2233, 0.2112, 0.2218, 0.2194], "smiles": "C=Cn1nnnc1I", "spin_multiplicity": 1, "de_lowest_kj_mol": 31.0, "homo_energy_ev": -10.1}



No. 2
{"formula": "C3H3IO", "method": "ωB97M-V/def2-TZVPD", "species": ["C", "C", "C", "O", "I", "H", "H", "H"], "xyz": [[-2.02, 0.19, 0.42], [-0.83, 0.17, 0.46], [1.00, -0.25, 0.18], [1.56, 0.80, -0.53], [1.05, -2.01, -0.91], [-3.01, 0.61, 0.50], [1.22, -0.28, 1.21], [1.02, 0.78, -1.32]], "nbo_charge": [-0.3134, -0.1043, -0.0197, -0.6750, 0.1719, 0.2398, 0.2189, 0.4818], "smiles": "C#C[C@H](O)I", "spin_multiplicity": 1, "de_lowest_kj_mol": 252.6, "homo_energy_ev": -9.8}



No. 3
{"formula": "C3H3IO2", "method": "ωB97M-V/def2-TZVPD", "species": ["C", "C", "C", "O", "O", "I", "H", "H", "H"], "xyz": [[0.09, 0.88, -0.56], [0.62, -1.64, 0.61], [-0.45, -0.11, 0.10], [0.02, -2.51, 1.13], [-0.65, 1.99, -0.97], [-2.47, -0.38, 0.66], [1.24, 0.76, -0.82], [1.67, -1.65, 0.51], [-0.06, 2.65, -0.66]], "nbo_charge": [0.0173, 0.4720, -0.3303, -0.4773, -0.6692, 0.1808, 0.1897, 0.1415, 0.4754], "spin_multiplicity": 1, "de_lowest_kj_mol": 235.6, "homo_energy_ev": -9.1}



No. 4
{"formula": "C3H3LiO2Pd", "method": "ωB97M-V/def2-TZVPD", "species": ["H", "O", "C", "C", "C", "O", "Pd", "Li", "H", "H"], "xyz": [[-2.32, 1.82, -0.44], [1.39, 0.34, 0.22], [0.58, -0.67, 0.51], [-0.63, -0.96, 0.03], [-1.35, 1.33, -0.32], [-1.56, 0.12, -0.01], [0.57, 1.77, -0.16], [3.19, -0.16, 0.05], [-0.89, -1.88, -0.49], [1.02, -1.71, 0.60]], "nbo_charge": [0.2379, -0.6952, 0.0703, 0.1892, 0.1647, -0.3851, 0.9142, 0.9891, 0.2921, 0.2227], "total_charge": 2, "s_squared": 2.04, "spin_multiplicity": 3, "de_lowest_kj_mol": 177.0, "homo_energy_ev": [-17.9, -19.0]}



No. 5
{"formula": "C3H3LiO3Sn", "method": "ωB97M-V/def2-TZVPD", "species": ["O", "C", "C", "O", "O", "C", "Sn", "H", "H", "H", "Li"], "xyz": [[-0.63, -0.98, 0.58], [0.37, -0.27, 0.86], [-0.72, -0.34, -1.65], [0.62, 0.09, 2.03], [0.94, 0.45, -0.14], [0.34, 0.55, -1.32], [-0.83, -1.41, 2.59], [-1.67, 0.12, -1.95], [-0.53, -1.40, -1.85], [0.41, 1.56, -1.74], [1.71, 1.63, 2.59]], "nbo_charge": [-0.7422, 0.9969, -0.0893, -0.8269, -0.4182, 0.3659, 1.8265, 0.3035, 0.2963, 0.2942, 0.9932], "total_charge": 3, "s_squared": 0.75, "spin_multiplicity": 2, "de_lowest_kj_mol": 0.5, "homo_energy_ev": [-23.1, -25.2]}



No. 6
{"formula": "C3H3N", "method": "ωB97M-V/def2-TZVPD", "species": ["C", "C", "H", "H", "C", "N", "H"], "xyz": [[-1.47, -0.57, -0.05], [-1.66, 0.61, -0.03], [-1.20, -1.66, -0.22], [-1.67, 1.66, 0.10], [1.98, -0.11, 0.04], [3.02, 0.27, 0.33], [0.99, -0.19, -0.17]], "nbo_charge": [-0.2681, -0.2269, 0.2606, 0.2401, 0.0751, -0.2978, 0.2170], "smiles": "C#C.C#N", "spin_multiplicity": 1, "de_lowest_kj_mol": 210.8, "homo_energy_ev": -11.4}



No. 7
{"formula": "C3H3N", "method": "ωB97M-V/def2-TZVPD", "species": ["C", "C", "C", "N", "H", "H", "H"], "xyz": [[-0.69, 0.94, -1.01], [-1.62, 0.53, -0.32], [0.97, -1.84, 0.68], [1.57, -0.84, 0.85], [0.21, 1.26, -1.55], [-2.20, -0.16, 0.32], [1.76, 0.11, 1.04]], "nbo_charge": [-0.2537, -0.2450, 0.3053, -0.7448, 0.2452, 0.2525, 0.4405], "spin_multiplicity": 1, "de_lowest_kj_mol": 269.2, "homo_energy_ev": -10.7}



No. 8
{"formula": "C3H3N2", "method": "ωB97M-V/def2-TZVPD", "species": ["C", "N", "C", "C", "N", "H", "H", "H"], "xyz": [[-0.06, 0.10, -0.18], [-1.39, -0.05, 0.20], [-2.52, -0.16, 0.16], [-3.87, 0.00, 0.06], [-4.97, 0.09, -0.18], [0.05, -0.37, -1.16], [0.07, 1.14, -0.01], [0.56, -0.60, 0.34]], "nbo_charge": [-0.4645, -0.0788, 0.5607, 0.0850, 0.0389, 0.2893, 0.2822, 0.2871], "smiles": "C[N+]#CC#N", "total_charge": 1, "spin_multiplicity": 1, "de_lowest_kj_mol": 43.7, "homo_energy_ev": -18.2}



Question: Which formula does entry 2 have?
Answer: C3H3IO